Record 1
C6H14O | ωB97M-V/def2-TZVPD

Calculated values
2S+1 = 1
Energy above the lowest of the compared OMol25 structures with the same formula, charge and spin = 57.5 kcal per mole
HOMO = -9.1 eV
Total charge = 0
Frontier orbital gap = 9.816 eV

The geometry in XYZ format:
```
21
C6H14O, DFT ωB97M-V/def2-TZVPD
C 0.562 0.561 -1.457
C -0.471 -0.101 -0.559
C -0.143 -1.552 -0.311
C 0.753 -1.591 0.995
C 2.141 -1.483 1.058
C -0.148 -1.919 2.219
H 1.476 0.514 -0.951
H 0.300 1.622 -1.681
H 0.693 -0.003 -2.453
H -0.455 0.407 0.366
H -1.448 0.075 -0.880
H -1.029 -2.278 -0.022
H 0.461 -2.028 -1.119
H 2.684 -1.686 2.009
H 2.713 -1.322 0.149
H 0.267 -1.711 3.332
H -1.242 -1.430 2.272
H -0.318 -3.021 2.031
H -2.216 5.506 -2.534
H -2.602 5.544 -0.874
O -1.976 5.898 -1.589
```

These are the Mulliken partial charges, in e, on atoms 1 to 5:
1 C -1.121
2 C -0.486
3 C -0.689
4 C 0.605
5 C -0.941

=====

Record 2
C11H39N9O8 | ωB97M-V/def2-TZVPD

Calculated values
2S+1 = 1
HOMO = -9.2 eV
Total charge = 0
Frontier orbital gap = 9.918 eV

The geometry in XYZ format:
```
67
C11H39N9O8, DFT ωB97M-V/def2-TZVPD
C -3.924 -0.964 -0.873
C -2.883 -0.406 -1.878
C -2.026 0.625 -1.118
O -1.361 1.507 -2.006
C -1.256 2.867 -1.646
N -2.053 -1.384 -2.628
H -4.428 -1.855 -1.279
H -4.735 -0.227 -0.681
H -3.516 -1.208 0.105
H -3.444 0.151 -2.643
H -1.310 0.180 -0.471
H -2.805 1.172 -0.472
H -0.376 3.227 -2.107
H -1.006 2.906 -0.552
H -2.169 3.350 -1.881
H -1.966 -2.216 -2.068
H -2.514 -1.652 -3.480
C 3.121 -2.861 1.331
O 1.762 -3.178 1.021
H 3.650 -3.059 0.459
H 3.211 -1.852 1.596
H 3.521 -3.500 2.217
H 1.195 -2.430 1.051
C 5.563 1.488 -1.505
O 4.212 1.793 -1.507
H 5.856 0.923 -0.561
H 5.843 0.913 -2.378
H 6.168 2.370 -1.501
H 3.633 0.982 -1.616
C -1.048 -4.750 0.327
O -1.397 -3.413 -0.118
H -1.452 -5.430 -0.427
H 0.049 -4.948 0.420
H -1.311 -4.962 1.305
H -0.903 -2.853 0.433
C 2.112 4.209 0.958
O 1.614 3.231 1.441
N 3.100 4.146 0.061
N 1.632 5.511 1.220
H 3.414 3.256 -0.384
H 3.525 4.929 -0.353
H 2.292 6.231 1.034
H 1.048 5.767 2.034
C 1.749 -1.002 -2.220
O 2.779 -0.555 -1.658
N 1.127 -2.171 -1.899
N 1.061 -0.306 -3.129
H 1.638 -2.750 -1.249
H 0.284 -2.512 -2.279
H 0.121 -0.585 -3.376
H 1.330 0.676 -3.145
C 0.431 -0.148 1.783
O -0.106 -1.223 1.481
N 1.528 0.265 1.118
N -0.065 0.699 2.789
H 1.641 -0.152 0.263
H 1.886 1.193 1.261
H 0.371 1.603 2.791
H -1.029 0.610 3.044
C -3.885 0.090 2.972
O -3.043 0.977 3.057
N -5.179 0.243 2.485
N -3.464 -1.191 3.293
H -5.541 1.148 2.201
H -5.864 -0.196 3.157
H -3.922 -1.958 2.893
H -2.487 -1.341 3.483
```

These are the Mulliken partial charges, in e, on atoms 1 to 5:
1 C -1.364
2 C 0.167
3 C 0.049
4 O -0.391
5 C -0.751

=====

Record 3
C41H39ClF7N4O5SbTi | ωB97M-V/def2-TZVPD

Calculated values
2S+1 = 1
Energy above the lowest of the compared OMol25 structures with the same formula, charge and spin = 34.1 kcal per mole
HOMO = -13.7 eV
Total charge = +2
Frontier orbital gap = 7.061 eV

The geometry in XYZ format:
```
99
C41H39ClF7N4O5SbTi, DFT ωB97M-V/def2-TZVPD
Ti 0.746 -0.335 -1.018
C 1.211 -3.652 1.024
C 1.367 -4.132 -0.408
N 1.813 -3.132 -1.410
C 1.728 -3.811 -2.733
C 2.184 -2.998 -3.932
C 3.186 -2.705 -1.139
C 3.238 -1.200 -1.234
N 2.370 -0.598 -0.191
C 2.778 -0.541 1.160
C 1.790 -0.351 2.116
F 0.514 -0.333 1.690
C 2.042 -0.175 3.451
F 1.017 0.023 4.273
C 3.336 -0.218 3.920
C 4.335 -0.438 3.000
F 5.601 -0.488 3.390
C 4.075 -0.593 1.648
F 5.121 -0.751 0.833
H 0.895 -4.496 1.640
H 0.469 -2.868 1.126
H 2.156 -3.295 1.445
H 0.418 -4.530 -0.765
H 2.075 -4.967 -0.415
H 0.691 -4.118 -2.871
H 2.325 -4.731 -2.689
H 1.605 -2.085 -4.068
H 2.054 -3.609 -4.827
H 3.243 -2.732 -3.884
H 3.892 -3.130 -1.847
H 3.508 -3.015 -0.145
H 2.872 -0.896 -2.219
H 4.250 -0.834 -1.150
H 3.566 -0.082 4.969
F -2.541 4.792 5.133
C -1.935 4.189 4.113
C -0.640 4.545 3.799
C -0.014 3.921 2.726
C -0.702 2.967 1.979
C -2.002 2.609 2.340
C -2.628 3.222 3.413
Sb 0.149 2.252 0.172
C 1.938 3.383 0.111
C 1.874 4.763 -0.085
C 3.025 5.533 -0.044
C 4.233 4.911 0.204
F 5.339 5.650 0.244
C 4.333 3.553 0.418
C 3.173 2.791 0.371
C -1.016 3.444 -1.143
C -2.402 3.481 -0.989
C -3.188 4.235 -1.846
C -2.571 4.940 -2.862
F -3.326 5.671 -3.681
C -1.208 4.910 -3.059
C -0.428 4.151 -2.191
H -0.134 5.303 4.383
H 1.009 4.191 2.491
H -2.553 1.858 1.785
H -3.637 2.964 3.708
H 0.926 5.254 -0.258
H 2.996 6.605 -0.198
H 5.303 3.109 0.619
H 3.248 1.732 0.544
H -2.887 2.933 -0.193
H -4.263 4.289 -1.735
H -0.768 5.470 -3.875
H 0.643 4.124 -2.346
O -0.007 1.465 -4.349
Cl 0.096 0.691 -3.187
O 0.408 -0.722 -3.392
O 1.263 1.111 -2.308
O -1.051 0.706 -2.300
C -4.871 -3.511 -0.531
N -3.578 -3.045 -1.059
N -2.672 -2.366 -0.304
C -1.626 -2.058 -1.096
O -0.579 -1.401 -0.597
C -1.860 -2.565 -2.360
C -3.104 -3.176 -2.301
C -3.883 -3.866 -3.369
C -2.813 -2.163 1.121
C -2.725 -0.886 1.646
C -2.740 -0.725 3.024
C -2.868 -1.832 3.855
C -2.979 -3.106 3.310
C -2.937 -3.277 1.937
H -5.064 -3.031 0.421
H -4.863 -4.590 -0.396
H -5.655 -3.236 -1.230
H -1.212 -2.505 -3.215
H -3.294 -3.918 -4.279
H -4.806 -3.322 -3.590
H -4.159 -4.879 -3.070
H -2.645 -0.039 0.982
H -2.649 0.264 3.455
H -2.882 -1.700 4.932
H -3.083 -3.970 3.956
H -2.981 -4.273 1.505
```

These are the Mulliken partial charges, in e, on atoms 1 to 5:
1 Ti -0.841
2 C -0.754
3 C -1.050
4 N 0.616
5 C -0.652

=====

Record 4
C6H20O12PPd | ωB97M-V/def2-TZVPD

Calculated values
2S+1 = 3
Energy above the lowest of the compared OMol25 structures with the same formula, charge and spin = 0.0 kcal per mole
HOMO (alpha / beta) = 4.1 / 4.3 eV
Total charge = -3
Frontier orbital gap (alpha / beta) = 3.095 / 2.818 eV

The geometry in XYZ format:
```
40
C6H20O12PPd, DFT ωB97M-V/def2-TZVPD
Pd 0.634 0.320 -0.433
O -0.965 -0.997 -1.152
H -0.975 -1.891 -0.804
O 2.166 1.765 0.267
H 2.929 1.498 -0.266
P 0.705 -0.298 2.401
O 1.686 0.500 3.314
O 0.031 0.912 1.606
O -0.521 -0.823 3.161
O 1.189 -1.104 1.162
C -4.281 -0.951 2.352
C -3.316 -1.249 1.221
O -2.822 -0.076 0.643
O -3.629 -0.202 3.369
H -4.595 -1.920 2.774
H -5.194 -0.442 2.014
H -3.837 -1.808 0.418
H -2.505 -1.913 1.539
H -2.260 -0.327 -0.144
H -4.227 -0.190 4.123
C 3.905 -1.299 -0.029
C 3.410 -1.615 -1.450
O 2.053 -1.251 -1.605
O 3.316 -2.238 0.833
H 3.630 -0.273 0.237
H 4.995 -1.404 0.010
H 3.521 -2.694 -1.622
H 3.950 -1.120 -2.279
H 1.552 -1.776 -2.234
H 2.378 -1.876 0.984
C -0.210 2.381 -2.839
C -0.586 2.974 -1.509
O -0.969 1.990 -0.579
O 0.847 1.433 -2.613
H 0.154 3.124 -3.559
H -1.062 1.827 -3.259
H -1.375 3.728 -1.692
H 0.259 3.565 -1.131
H -1.262 2.406 0.242
H 1.282 1.311 -3.469
```

These are the Mulliken partial charges, in e, on atoms 1 to 5:
1 Pd 0.797
2 O -1.132
3 H 0.139
4 O -0.829
5 H 0.094

=====

Record 5
C36H28Cl2FMnN8O5S | ωB97M-V/def2-TZVPD

Calculated values
2S+1 = 2
Energy above the lowest of the compared OMol25 structures with the same formula, charge and spin = 8.3 kcal per mole
HOMO (alpha / beta) = -4.1 / -4.0 eV
Total charge = -1
Frontier orbital gap (alpha / beta) = 6.240 / 6.063 eV

The geometry in XYZ format:
```
82
C36H28Cl2FMnN8O5S, DFT ωB97M-V/def2-TZVPD
Mn -0.230 -0.354 -0.431
Cl 2.911 -2.403 5.178
C 1.643 -2.083 4.017
C 1.840 -1.059 3.094
C 0.867 -0.763 2.142
N 0.925 0.246 1.161
C 1.843 1.222 1.222
O 2.857 1.293 1.926
C 1.586 2.427 0.338
C 2.331 2.617 -0.820
C 2.122 3.756 -1.567
C 1.205 4.696 -1.113
C 0.526 4.429 0.063
N 0.689 3.312 0.779
C -0.331 -1.528 2.135
C -0.513 -2.534 3.068
C 0.477 -2.815 4.006
Cl 0.189 -4.108 5.150
N -1.211 -1.223 1.075
C -2.400 -1.771 0.941
O -3.100 -2.426 1.726
C -2.940 -1.553 -0.477
C -4.205 -2.014 -0.817
C -4.655 -1.829 -2.114
C -3.834 -1.191 -3.027
C -2.588 -0.764 -2.602
N -2.152 -0.947 -1.356
H 2.751 -0.486 3.113
H 3.032 1.860 -1.141
H 2.656 3.902 -2.499
H 1.011 5.609 -1.663
H -0.195 5.144 0.451
H -1.432 -3.100 3.077
H -4.787 -2.503 -0.047
H -5.638 -2.178 -2.411
H -4.144 -1.025 -4.052
H -1.905 -0.246 -3.268
C 4.381 -3.181 -5.619
C 4.414 -4.003 -4.338
C 4.248 -5.482 -4.637
C 4.321 -6.296 -3.356
C 3.279 -5.809 -2.381
C 2.737 -6.642 -1.436
C 1.770 -6.170 -0.552
F 1.277 -7.029 0.363
C 1.318 -4.887 -0.596
C 1.849 -4.025 -1.558
C 1.366 -2.621 -1.590
O 0.436 -2.303 -0.848
C 2.052 -1.751 -2.504
C 2.983 -2.286 -3.330
N 3.357 -3.579 -3.382
C 2.827 -4.474 -2.448
C 1.817 -0.248 -2.637
O 2.511 0.345 -3.476
O 0.950 0.248 -1.875
H 4.997 -3.679 -6.369
H 4.771 -2.173 -5.489
H 3.361 -3.106 -6.003
H 5.381 -3.860 -3.847
H 5.022 -5.782 -5.343
H 3.276 -5.637 -5.118
H 5.320 -6.193 -2.920
H 4.168 -7.357 -3.554
H 3.066 -7.673 -1.365
H 0.570 -4.514 0.094
H 3.470 -1.599 -4.010
C -3.413 3.310 -4.357
C -2.391 3.962 -3.419
C -2.162 3.149 -2.181
N -1.279 2.224 -2.086
N -1.296 1.593 -0.861
C -2.205 2.051 -0.059
N -2.405 1.521 1.176
S -3.132 3.336 -0.741
H -3.553 3.908 -5.260
H -4.383 3.202 -3.866
H -3.070 2.317 -4.651
H -2.722 4.965 -3.143
H -1.427 4.056 -3.918
H -1.685 0.873 1.483
H -2.846 2.081 1.882
```

These are the Mulliken partial charges, in e, on atoms 1 to 5:
1 Mn 0.385
2 Cl -0.255
3 C 0.080
4 C -0.789
5 C -0.206

=====

Record 6
C24H29N3O3 | ωB97M-V/def2-TZVPD

Calculated values
2S+1 = 1
Energy above the lowest of the compared OMol25 structures with the same formula, charge and spin = 42.3 kcal per mole
HOMO = -7.7 eV
Total charge = 0
Frontier orbital gap = 8.319 eV

The geometry in XYZ format:
```
59
C24H29N3O3, DFT ωB97M-V/def2-TZVPD
C 8.790 -0.447 -0.135
C 7.519 0.346 -0.194
C 7.559 1.733 -0.087
C 6.388 2.459 -0.168
C 5.169 1.827 -0.337
C 5.101 0.437 -0.438
C 6.301 -0.282 -0.374
H 6.281 -1.355 -0.493
N 3.912 -0.251 -0.662
C 2.727 0.454 -1.087
H 3.012 1.337 -1.657
C 1.823 0.834 0.099
N 1.501 -0.370 0.828
C 0.287 -0.947 0.972
O 0.145 -2.009 1.547
C -0.900 -0.187 0.392
C -2.190 -0.946 0.703
N -3.347 -0.259 0.170
C -3.884 0.867 0.760
O -3.439 1.396 1.745
C -5.099 1.277 -0.043
H -5.013 2.321 -0.345
C -5.178 0.265 -1.189
C -4.004 -0.667 -0.974
O -3.678 -1.607 -1.648
H -5.139 0.689 -2.193
C -6.533 -0.453 -0.933
C -7.582 0.602 -1.185
C -7.514 1.479 -0.191
H -8.071 2.389 -0.064
C -6.418 1.025 0.742
H -6.417 1.445 1.743
C -6.554 -0.495 0.600
H -7.500 -0.864 0.991
H -5.735 -1.061 1.042
H -8.208 0.630 -2.057
H -6.639 -1.391 -1.469
H -2.303 -1.038 1.785
H -2.159 -1.941 0.256
H -0.788 -0.090 -0.690
H -0.956 0.807 0.840
C 2.683 -1.058 1.303
H 2.358 -1.953 1.834
C 3.613 -1.434 0.131
H 4.548 -1.795 0.565
C 3.006 -2.549 -0.722
H 3.017 -3.481 -0.165
H 1.974 -2.331 -0.983
H 3.582 -2.675 -1.635
H 3.222 -0.397 1.993
H 0.927 1.338 -0.255
H 2.364 1.509 0.774
H 2.164 -0.208 -1.753
H 4.276 2.432 -0.377
H 6.416 3.536 -0.087
H 8.504 2.235 0.052
H 9.425 -0.204 -0.986
H 8.588 -1.515 -0.149
H 9.345 -0.208 0.771
```

These are the Mulliken partial charges, in e, on atoms 1 to 5:
1 C -1.501
2 C 0.736
3 C -0.528
4 C -0.991
5 C -0.653

=====

Record 7
C7H12 | ωB97M-V/def2-TZVPD

Calculated values
2S+1 = 1
Energy above the lowest of the compared OMol25 structures with the same formula, charge and spin = 98.2 kcal per mole
HOMO = -8.1 eV
Total charge = 0
Frontier orbital gap = 8.541 eV

The geometry in XYZ format:
```
19
C7H12, DFT ωB97M-V/def2-TZVPD
C 1.420 1.743 -1.303
C 0.106 1.603 -0.640
C -0.537 0.272 -0.912
C -0.369 -0.507 0.406
C -1.547 -0.763 1.300
C -0.922 -1.899 0.533
C 0.953 -0.148 1.056
H 1.121 2.311 -2.202
H 1.929 0.830 -1.650
H 2.118 2.393 -0.765
H 0.985 0.949 1.136
H -1.604 0.408 -1.130
H -0.069 -0.302 -1.732
H -2.527 -0.415 0.987
H -1.382 -0.723 2.374
H -1.483 -2.315 -0.301
H -0.338 -2.635 1.082
H 1.805 -0.476 0.447
H 1.060 -0.543 2.067
```

These are the Mulliken partial charges, in e, on atoms 1 to 5:
1 C -1.001
2 C -0.400
3 C -0.467
4 C 1.211
5 C -0.915

=====

Record 8
C34H41BrF5GeInN5O4S | ωB97M-V/def2-TZVPD

Calculated values
2S+1 = 2
Energy above the lowest of the compared OMol25 structures with the same formula, charge and spin = 16.1 kcal per mole
HOMO (alpha / beta) = -7.5 / -7.5 eV
Total charge = 0
Frontier orbital gap (alpha / beta) = 7.323 / 6.363 eV

The geometry in XYZ format:
```
93
C34H41BrF5GeInN5O4S, DFT ωB97M-V/def2-TZVPD
In -0.361 0.226 0.875
C -1.635 0.669 4.825
C -2.495 0.215 3.651
C -3.927 0.713 3.808
C -2.490 -1.301 3.514
O -1.932 0.754 2.441
Ge -2.131 2.463 1.711
O -1.999 1.555 0.017
C -3.109 1.460 -0.900
C -4.246 0.684 -0.245
C -3.565 2.876 -1.248
C -2.642 0.765 -2.169
O -0.189 2.347 1.552
C 0.563 3.507 1.125
C 0.207 3.870 -0.312
C 0.234 4.660 2.071
C 2.041 3.186 1.260
H -2.028 0.274 5.764
H -0.608 0.329 4.694
H -1.632 1.761 4.889
H -4.359 0.319 4.730
H -3.967 1.803 3.863
H -4.544 0.379 2.972
H -3.030 -1.753 4.349
H -2.972 -1.592 2.580
H -1.472 -1.689 3.517
H -4.570 1.181 0.674
H -5.105 0.633 -0.916
H -3.917 -0.324 0.006
H -3.905 3.414 -0.361
H -2.748 3.438 -1.705
H -4.395 2.838 -1.956
H -2.354 -0.266 -1.972
H -3.452 0.761 -2.901
H -1.800 1.303 -2.604
H -0.810 4.262 -0.380
H 0.893 4.629 -0.690
H 0.266 2.994 -0.961
H -0.828 4.907 2.052
H 0.511 4.394 3.093
H 0.791 5.551 1.778
H 2.356 2.405 0.573
H 2.635 4.077 1.048
H 2.247 2.862 2.278
Br 2.749 -1.303 -7.018
C 1.856 -2.653 -6.035
C 2.482 -3.873 -5.844
C 1.813 -4.867 -5.149
C 0.555 -4.631 -4.608
C -0.071 -3.406 -4.825
C 0.580 -2.418 -5.545
N -0.071 -5.767 -3.997
N -0.770 -5.713 -2.975
C -0.898 -4.544 -2.164
C -2.171 -4.255 -1.741
C -2.466 -3.129 -0.962
C -1.460 -2.268 -0.562
O -1.688 -1.238 0.204
C -0.112 -2.583 -0.962
N 0.846 -1.739 -0.514
C 2.106 -2.076 -0.643
C 2.505 -3.271 -1.273
C 1.554 -4.086 -1.816
C 0.186 -3.747 -1.697
H 3.466 -4.053 -6.254
H 2.260 -5.844 -5.019
H -1.068 -3.223 -4.446
H 0.096 -1.467 -5.727
H -2.966 -4.927 -2.041
H -3.480 -2.939 -0.634
H 2.835 -1.404 -0.203
H 3.554 -3.526 -1.322
H 1.840 -5.008 -2.302
F 2.140 0.815 -0.948
C 1.695 0.477 -2.145
F 0.377 0.458 -2.176
C 2.327 1.267 -3.269
F 2.095 2.584 -3.114
F 1.812 0.893 -4.434
F 3.643 1.081 -3.276
C 3.766 2.037 5.579
C 3.678 1.341 4.254
C 4.710 1.408 3.323
C 4.501 0.766 2.120
N 3.388 0.089 1.845
C 2.455 0.073 2.800
S 1.022 -0.939 2.545
N 2.555 0.677 3.987
H 4.725 1.845 6.060
H 2.958 1.702 6.225
H 3.678 3.117 5.441
H 5.628 1.940 3.530
H 5.256 0.786 1.340
```

These are the Mulliken partial charges, in e, on atoms 1 to 5:
1 In 1.616
2 C -1.513
3 C 1.249
4 C -1.758
5 C -1.201

=====

Record 9
C3H10N2O2 | ωB97M-V/def2-TZVPD

Calculated values
2S+1 = 1
Energy above the lowest of the compared OMol25 structures with the same formula, charge and spin = 40.9 kcal per mole
HOMO = -9.5 eV
Total charge = 0
Frontier orbital gap = 10.233 eV

The geometry in XYZ format:
```
17
C3H10N2O2, DFT ωB97M-V/def2-TZVPD
C 0.478 -0.712 -1.565
C -0.151 -0.236 -0.218
C -0.043 1.248 -0.099
N 1.077 1.731 0.438
O -0.966 1.882 -0.562
N 0.725 -2.248 -1.245
H 1.407 -0.238 -1.840
H -0.247 -0.535 -2.425
H 0.289 -0.782 0.717
H -1.242 -0.449 -0.063
H 1.034 2.634 0.809
H 1.874 1.116 0.541
H 0.844 -2.759 -2.166
H -0.257 -2.727 -1.109
H -2.083 1.136 3.335
H -1.480 0.054 2.473
O -1.260 0.884 2.979
```

These are the Mulliken partial charges, in e, on atoms 1 to 5:
1 C -0.396
2 C -0.616
3 C 0.469
4 N -0.346
5 O -0.621